Computed, not measured: an isolated molecule of CH6OSi at a distorted geometry, with ωB97M-V/def2-TZVPD.

```
! wB97M-V def2-TZVPD RIJCOSX def2/J DEFGRID3
* xyz 0 3
C 1.371 -0.058 0.000
O 0.123 -0.675 0.000
Si -1.355 -0.008 0.000
H 2.135 -0.837 0.004
H 1.497 0.571 0.885
H 1.500 0.564 -0.890
H -2.150 -1.223 0.000
H -1.560 0.834 -1.183
H -1.560 0.833 1.184
*
```

Summary:
**LUMO level (spin up / spin down)**: 0.90 / -4.99 eV
**Orbital gap (spin up / spin down)**: 4.6 / 6.7 eV
**HOMO energy (spin up / spin down)**: -3.7 / -11.7 eV
**ΔE to the lowest compared entry with this formula, charge and spin**: 34.8 kcal/mol

The computed Löwdin charges, all in e, follow: -0.17 -0.27 0.42 0.09 0.09 0.09 -0.10 -0.08 -0.08